Entry one
C2H2N5 | wB97M-V/def2-TZVPD

Positions of all 9 atoms, in Å:
H (-0.514, -2.347, 0.642)
N (-0.730, -2.002, -0.278)
N (-0.877, -2.636, -1.287)
N (-0.847, -2.196, -2.447)
N (-0.441, -0.945, -2.462)
N (-0.115, -0.429, -1.415)
C (0.276, 0.661, -0.863)
C (0.502, 1.788, -0.476)
H (0.916, 2.494, 0.169)

molecular weight = 96.1 g/mol
HOMO (alpha / beta) = -15.73 / -15.73 eV
LUMO energy (alpha / beta) = -0.279 / -0.279 hartree
SMILES = [H]/N=N/N=[N+]=NC#C
Kohn-Sham gap (alpha / beta) = 0.2986 / 0.2987 Eh
multiplicity = 1
total charge = +1

natural (NBO) population analysis, charges in e, atoms 1 to 5:
1. H 0.46
2. N -0.20
3. N 0.21
4. N -0.05
5. N 0.20

=====

Entry two
C2H2N5 | wB97M-V/def2-TZVPD

Positions of all 9 atoms, in Å:
C (0.447, -0.939, 0.014)
C (2.860, -0.429, 0.157)
N (4.950, 0.624, -0.163)
N (1.763, -0.865, 0.354)
N (-0.270, 0.132, 0.062)
N (3.955, 0.130, -0.018)
N (-0.348, 1.262, 0.378)
H (0.269, -1.998, -0.122)
H (-0.999, 1.963, 0.113)

molecular weight = 96.1 g/mol
HOMO (alpha / beta) = -13.62 / -13.93 eV
LUMO energy (alpha / beta) = -0.261 / -0.250 hartree
Kohn-Sham gap (alpha / beta) = 0.2394 / 0.2624 Eh
multiplicity = 1
total charge = +1

natural (NBO) population analysis, charges in e, atoms 1 to 5:
1. C 0.01
2. C 0.47
3. N 0.26
4. N -0.20
5. N 0.06

=====

Tell me which of them is the most stable. Sure, it is entry two.

=====

Entry one
C25H30F6IrN4OPS3 | wB97M-V/def2-TZVPD

Positions of all 71 atoms, in Å:
Ir (0.255, 0.033, -0.737)
C (2.441, 1.962, -0.238)
C (2.746, 1.261, -1.541)
N (2.078, -0.082, -1.569)
C (2.851, -1.240, -1.023)
C (2.883, -1.243, 0.490)
S (1.180, -1.010, 1.131)
C (1.364, 0.458, 2.213)
C (0.774, 1.711, 1.582)
N (0.999, 1.750, 0.107)
H (3.047, 1.572, 0.575)
H (2.651, 3.029, -0.313)
H (2.343, 1.819, -2.387)
H (3.819, 1.141, -1.695)
H (1.923, -0.287, -2.563)
H (2.350, -2.136, -1.393)
H (3.863, -1.223, -1.435)
H (3.243, -2.207, 0.847)
H (3.531, -0.475, 0.907)
H (0.832, 0.235, 3.135)
H (2.420, 0.549, 2.462)
H (-0.303, 1.728, 1.731)
H (1.205, 2.603, 2.045)
H (0.444, 2.533, -0.247)
N (-1.572, 2.682, -1.153)
C (-1.050, 2.230, -2.347)
N (-0.404, 1.088, -2.423)
C (0.009, 0.830, -3.745)
C (0.559, -0.356, -4.240)
C (0.931, -0.401, -5.573)
C (0.743, 0.699, -6.415)
C (0.138, 1.850, -5.951)
C (-0.232, 1.894, -4.611)
S (-1.117, 3.149, -3.789)
H (-2.131, 1.979, -0.679)
H (-2.063, 3.565, -1.213)
H (0.572, -1.259, -3.640)
H (1.338, -1.316, -5.979)
H (1.037, 0.633, -7.454)
H (-0.059, 2.680, -6.615)
F (-0.513, -1.752, -1.417)
P (-2.355, -1.644, -1.535)
F (-2.314, -2.328, -0.099)
F (-3.885, -1.395, -1.486)
F (-2.325, -3.020, -2.252)
F (-2.135, -0.862, -2.881)
F (-2.018, -0.165, -0.714)
O (-1.571, -0.357, 1.928)
S (-2.975, -0.662, 2.255)
C (-3.181, -2.252, 2.864)
C (-2.136, -3.189, 2.804)
C (-2.375, -4.455, 3.276)
C (-3.653, -4.802, 3.739)
C (-4.700, -3.881, 3.751)
C (-4.480, -2.602, 3.298)
C (-3.653, 0.407, 3.488)
C (-3.087, 0.431, 4.762)
C (-3.642, 1.285, 5.696)
C (-4.742, 2.074, 5.360)
C (-5.293, 2.027, 4.088)
C (-4.745, 1.188, 3.128)
H (-1.171, -2.894, 2.416)
H (-1.587, -5.194, 3.290)
H (-3.829, -5.812, 4.086)
H (-5.676, -4.176, 4.107)
H (-5.276, -1.869, 3.287)
H (-2.249, -0.204, 5.016)
H (-3.231, 1.327, 6.695)
H (-5.175, 2.727, 6.106)
H (-6.149, 2.639, 3.841)
H (-5.164, 1.138, 2.131)

molecular weight = 835.9 g/mol
HOMO (alpha / beta) = -16.55 / -16.55 eV
LUMO energy (alpha / beta) = -0.315 / -0.422 hartree
Kohn-Sham gap (alpha / beta) = 0.2932 / 0.1862 Eh
multiplicity = 2
<S²> = 0.7684
total charge = +3

Löwdin population analysis, charges in e, atoms 1 to 5:
1. Ir 1.29
2. C -0.12
3. C -0.10
4. N -0.18
5. C -0.19

=====

Entry two
C25H30F6IrN4OPS3 | wB97M-V/def2-TZVPD

Positions of all 71 atoms, in Å:
Ir (0.166, 1.270, 0.071)
C (-2.223, 1.404, 2.326)
C (-2.710, 0.506, 1.185)
N (-2.183, 0.890, -0.137)
C (-2.934, 1.906, -0.889)
C (-2.738, 3.321, -0.359)
S (-0.967, 3.732, -0.059)
C (-1.004, 4.193, 1.702)
C (-0.498, 3.103, 2.653)
N (-0.799, 1.743, 2.201)
H (-2.424, 0.882, 3.267)
H (-2.799, 2.325, 2.342)
H (-3.805, 0.514, 1.188)
H (-2.369, -0.508, 1.384)
H (-2.167, 0.051, -0.712)
H (-4.011, 1.693, -0.878)
H (-2.606, 1.852, -1.929)
H (-3.303, 3.482, 0.556)
H (-3.100, 4.036, -1.101)
H (-2.017, 4.518, 1.929)
H (-0.349, 5.061, 1.790)
H (-0.949, 3.282, 3.639)
H (0.578, 3.197, 2.769)
H (-0.223, 1.106, 2.748)
N (2.887, -0.577, -1.170)
C (2.570, 0.432, -1.956)
N (1.448, 1.107, -1.954)
C (1.384, 1.951, -3.035)
C (0.307, 2.740, -3.419)
C (0.381, 3.467, -4.596)
C (1.532, 3.448, -5.408)
C (2.627, 2.695, -5.049)
C (2.553, 1.940, -3.873)
S (3.727, 0.862, -3.267)
H (2.354, -0.716, -0.322)
H (3.839, -0.916, -1.156)
H (-0.575, 2.770, -2.801)
H (-0.462, 4.061, -4.918)
H (1.549, 4.026, -6.320)
H (3.516, 2.664, -5.663)
F (2.250, 0.654, 1.200)
P (3.259, 2.109, 1.383)
F (4.343, 1.222, 2.063)
F (3.967, 3.483, 1.436)
F (2.438, 2.327, 2.728)
F (1.907, 2.834, 0.559)
F (3.805, 1.755, -0.091)
O (-0.226, -1.065, 0.265)
S (0.698, -2.132, 0.828)
C (-0.301, -3.038, 2.039)
C (-1.682, -3.121, 1.915)
C (-2.401, -3.842, 2.848)
C (-1.732, -4.483, 3.887)
C (-0.352, -4.380, 4.011)
C (0.379, -3.669, 3.074)
C (0.599, -3.498, -0.388)
C (-0.599, -3.794, -1.017)
C (-0.668, -4.876, -1.878)
C (0.460, -5.656, -2.090)
C (1.674, -5.310, -1.510)
C (1.748, -4.234, -0.636)
H (-2.183, -2.636, 1.091)
H (-3.470, -3.938, 2.744)
H (-2.291, -5.089, 4.582)
H (0.164, -4.854, 4.832)
H (1.450, -3.576, 3.163)
H (-1.472, -3.186, -0.850)
H (-1.606, -5.116, -2.356)
H (0.388, -6.549, -2.695)
H (2.564, -5.881, -1.733)
H (2.690, -3.976, -0.178)

molecular weight = 835.9 g/mol
HOMO (alpha / beta) = -16.28 / -16.28 eV
LUMO energy (alpha / beta) = -0.400 / -0.444 hartree
Kohn-Sham gap (alpha / beta) = 0.1985 / 0.1548 Eh
multiplicity = 2
<S²> = 0.7707
total charge = +3

Löwdin population analysis, charges in e, atoms 1 to 5:
1. Ir 1.31
2. C -0.14
3. C -0.14
4. N -0.11
5. C -0.22

=====

Tell me which of them is the most stable. Sure, it is entry one.

=====

Entry one
H30NO13 | wB97M-V/def2-TZVPD

Positions of all 44 atoms, in Å:
N (0.216, -0.142, -0.394)
H (1.087, -0.645, -0.402)
H (-0.576, -0.607, -0.875)
H (0.400, 0.602, -0.895)
H (0.004, -0.015, 0.594)
O (-2.466, -2.150, 0.827)
H (-1.671, -2.557, 0.493)
H (-2.842, -2.108, 1.676)
O (1.386, 1.930, -2.358)
H (1.443, 2.243, -1.451)
H (2.308, 1.756, -2.679)
O (2.925, -2.415, 0.191)
H (2.832, -2.884, -0.644)
H (3.666, -2.785, 0.641)
O (-2.108, 1.389, -1.966)
H (-2.638, 1.436, -1.125)
H (-2.002, 2.307, -2.232)
O (-2.241, -0.375, -4.074)
H (-1.299, -0.846, -3.720)
H (-2.282, 0.224, -3.318)
O (2.900, 0.365, 1.005)
H (2.835, -0.522, 0.656)
H (2.258, 0.282, 1.734)
O (-1.590, 0.143, 2.927)
H (-2.216, -0.368, 3.404)
H (-0.738, -0.010, 3.186)
O (1.162, 0.262, 2.902)
H (1.119, 1.137, 3.289)
H (1.678, -0.334, 3.656)
O (-3.026, 0.766, 0.420)
H (-2.732, -0.044, 0.739)
H (-2.350, 1.363, 0.826)
O (0.187, -1.578, -3.109)
H (-0.043, -2.260, -3.568)
H (0.905, -1.192, -3.634)
O (1.507, 3.015, 0.018)
H (1.474, 3.854, -0.399)
H (2.097, 3.119, 0.701)
O (-1.236, 2.695, 1.312)
H (-0.273, 2.800, 0.887)
H (-1.093, 2.619, 2.341)
O (0.043, -3.180, 0.721)
H (0.794, -3.260, 1.404)
H (0.206, -4.031, 0.290)

molecular weight = 252.2 g/mol
HOMO = -11.93 eV
LUMO energy = -0.130 hartree
Kohn-Sham gap = 0.3087 Eh
multiplicity = 1
total charge = +1

natural (NBO) population analysis, charges in e, atoms 1 to 5:
1. N -0.83
2. H 0.44
3. H 0.48
4. H 0.44
5. H 0.45

=====

Entry two
H30NO13 | wB97M-V/def2-TZVPD

Positions of all 44 atoms, in Å:
N (-0.440, 1.022, 1.075)
H (-1.400, 0.655, 1.130)
H (-0.479, 2.047, 1.214)
H (0.166, 0.529, 1.770)
H (-0.100, 0.785, 0.126)
H (-3.837, -0.570, 1.829)
H (-2.401, -1.006, 2.304)
O (-2.913, -0.631, 1.553)
H (3.037, -0.272, -0.678)
H (4.016, 0.713, 0.035)
O (3.082, 0.504, -0.100)
H (1.565, -1.222, 2.227)
H (2.250, 0.009, 1.518)
O (1.693, -0.261, 2.278)
H (-0.185, 0.313, -2.093)
H (1.094, -0.491, -1.645)
O (0.580, 0.325, -1.486)
H (-2.048, -0.737, -1.506)
H (-2.430, -1.279, -0.082)
O (-2.028, -1.533, -0.940)
H (2.345, 2.618, -2.397)
H (2.175, 2.020, -0.994)
O (2.004, 2.831, -1.520)
H (-1.682, 1.699, -2.376)
H (-2.313, 0.743, -3.459)
O (-1.885, 0.767, -2.597)
H (0.252, 2.999, -1.803)
H (-0.728, 3.948, -2.553)
O (-0.714, 3.206, -1.939)
H (1.383, -3.726, 2.331)
H (0.598, -3.121, 1.111)
O (0.899, -2.948, 2.030)
H (2.579, -2.339, -2.335)
H (1.526, -2.477, -1.171)
O (2.176, -1.871, -1.599)
H (-1.380, 3.564, -0.255)
H (-1.550, 4.416, 1.046)
O (-1.475, 3.515, 0.719)
H (-0.712, -2.548, -0.705)
H (-0.304, -4.053, -0.866)
O (0.023, -3.206, -0.540)
H (-0.415, -2.042, 2.917)
H (-0.684, -1.094, 4.134)
O (-1.083, -1.472, 3.345)

molecular weight = 252.2 g/mol
HOMO = -14.07 eV
LUMO energy = -0.088 hartree
Kohn-Sham gap = 0.4296 Eh
multiplicity = 1
total charge = +1

natural (NBO) population analysis, charges in e, atoms 1 to 5:
1. N -0.95
2. H 0.45
3. H 0.46
4. H 0.46
5. H 0.45

=====

Tell me which of them is the most stable. Sure, it is entry two.